1.
Computed, not measured: an isolated ion of composition C3H6NO2 and charge -1, with the ωB97M-V functional and the def2-TZVPD basis.

Values from the calculation:
* E_HOMO: -3.6 eV
* SMILES string: CC(=O)NC[O-]
* frontier orbital gap: 7.7 eV
* charge: -1

```
12
Properties=species:S:1:pos:R:3:lowdin_charge:R:1
C -1.809 0.494 -0.052 -0.04
C -0.426 0.760 0.609 -0.58
O 0.018 1.904 0.946 -0.09
N 0.395 -0.325 0.661 0.04
C 1.832 -0.683 -0.310 -0.44
O 1.943 -1.940 -0.560 -0.26
H -1.696 -0.379 -0.584 0.01
H -2.004 1.320 -0.826 0.09
H -2.669 0.320 0.657 0.08
H 0.062 -1.228 0.335 0.05
H 1.623 0.035 -1.077 0.06
H 2.731 -0.277 0.202 0.07
```

---

2.
Computed, not measured: C3H6NO2S as an isolated structure, with the ωB97M-V functional and the def2-TZVPD basis.

Values from the calculation:
* E_HOMO (spin up / spin down): -3.1 / -3.6 eV
* multiplicity: 3
* frontier orbital gap (spin up / spin down): 7.0 / 6.8 eV
* charge: -1

```
13
Properties=species:S:1:pos:R:3:lowdin_charge:R:1
C -0.183 0.657 0.508 -0.24
C -1.370 1.003 -0.292 -0.63
C 1.885 -0.529 -0.226 -0.37
N 0.594 -0.508 -0.030 -0.23
O -0.110 -1.662 0.031 -0.25
O 2.695 0.229 -0.604 0.00
S -2.541 -0.395 -0.462 0.46
H 0.499 1.516 0.622 0.12
H -0.514 0.377 1.526 0.12
H -2.090 1.685 0.152 0.03
H -0.970 1.432 -1.200 0.06
H 3.421 -2.574 -0.002 0.07
H -1.317 -1.231 -0.022 -0.12
```

---

3.
Computed, not measured: a 2-piece molecular cluster, C3H6NO3 overall, with the ωB97M-V functional and the def2-TZVPD basis.

Values from the calculation:
* E_HOMO: -14.1 eV
* frontier orbital gap: 10.5 eV
* charge: +1

```
13
Properties=species:S:1:pos:R:3:lowdin_charge:R:1
C 1.891 -0.704 0.004 0.04
C 1.339 0.602 0.030 -0.52
C 1.095 -1.752 -0.199 -0.08
N -2.328 0.073 0.105 0.27
O 0.116 0.811 -0.036 0.02
O 2.155 1.605 0.013 0.20
O 0.293 -2.564 -0.377 0.26
H 2.942 -0.788 0.242 0.15
H -1.252 0.480 0.221 0.11
H -2.869 0.872 -0.110 0.12
H -2.354 -0.706 -0.535 0.14
H 1.656 2.365 -0.322 0.16
H -2.683 -0.294 0.963 0.13
```

---

4.
Computed, not measured: an isolated ion of composition C3H6NO3S and charge -1, with the ωB97M-V functional and the def2-TZVPD basis.

Values from the calculation:
* E_HOMO: -3.7 eV
* frontier orbital gap: 7.7 eV
* charge: -1

```
14
Properties=species:S:1:pos:R:3:lowdin_charge:R:1
C -0.901 1.063 -0.286 -0.22
C -1.818 -0.022 0.085 -0.19
C -1.382 -1.033 0.768 -0.02
N 0.714 -0.680 -1.042 -0.37
O 3.387 0.006 -0.565 -0.41
O 1.723 -0.225 1.282 -0.57
O 0.188 0.653 -1.217 -0.29
S 1.958 -0.943 0.028 0.75
H -1.181 1.835 -0.895 0.07
H -0.441 1.440 0.612 0.10
H -2.790 0.061 -0.425 0.09
H -1.898 -1.926 1.083 0.05
H -0.404 -1.049 1.189 0.01
H 2.848 0.821 -0.617 -0.02
```

---

5.
Computed, not measured: a 2-piece molecular cluster, C3H6NO5P overall, with the ωB97M-V functional and the def2-TZVPD basis.

Values from the calculation:
* E_HOMO: -0.1 eV
* frontier orbital gap: 6.5 eV
* charge: -2

```
16
Properties=species:S:1:pos:R:3:lowdin_charge:R:1
C -0.820 0.192 -0.322 -0.20
C 0.212 -0.116 0.702 -0.07
C 2.087 -0.676 -0.412 -0.10
N 2.474 -1.914 -0.063 -0.48
O 2.976 -2.636 -0.975 -0.09
O 1.812 1.981 -0.689 -0.45
O 4.199 1.051 -0.644 -0.46
O 2.384 -2.360 1.100 -0.05
O 2.845 1.236 1.531 -0.45
P 2.851 1.144 0.026 0.05
H -1.062 -0.678 -0.939 0.05
H -0.448 0.999 -0.949 0.05
H -1.747 0.525 0.169 0.05
H 0.111 -1.027 1.275 0.05
H 0.686 0.713 1.196 0.02
H 1.882 -0.561 -1.470 0.08
```

---

6.
Computed, not measured: C3H6NOP in the gas phase, with the ωB97M-V functional and the def2-TZVPD basis.

Values from the calculation:
* E_HOMO: -9.3 eV
* SMILES string: PC1=NCCO1
* frontier orbital gap: 10.3 eV

```
12
Properties=species:S:1:pos:R:3:lowdin_charge:R:1
P 2.214 1.259 0.676 0.86
C 0.644 0.425 0.091 -0.66
N -0.357 0.961 -0.580 0.04
C -1.167 -0.122 -0.919 -0.28
C -0.666 -1.268 -0.125 -0.15
O 0.700 -0.906 0.276 -0.08
H 2.122 0.986 2.035 -0.13
H 1.749 2.511 1.133 -0.11
H -1.099 -0.198 -2.050 0.14
H -2.208 -0.040 -0.623 0.11
H -1.240 -1.460 0.812 0.14
H -0.692 -2.147 -0.726 0.11
```

---

7.
Computed, not measured: C3H6NOPS in the gas phase, with the ωB97M-V functional and the def2-TZVPD basis.

Values from the calculation:
* E_HOMO: -7.9 eV
* frontier orbital gap: 8.3 eV

```
13
Properties=species:S:1:pos:R:3:lowdin_charge:R:1
C -0.078 -1.178 0.224 -0.86
C 0.738 1.431 -0.043 -0.09
C -0.435 0.396 0.231 -0.47
N 1.084 -1.660 -0.032 0.11
O -3.064 0.901 -0.245 -0.51
P -2.035 0.043 -0.773 0.58
S -1.536 -1.986 0.378 0.67
H 1.619 0.869 -0.594 0.09
H 1.067 2.063 0.748 0.04
H 0.351 2.184 -0.788 0.08
H -0.951 0.657 1.205 0.11
H 1.844 -1.053 -0.200 0.08
H 1.398 -2.668 -0.111 0.16
```

---

8.
Computed, not measured: a 2-piece molecular cluster, C3H6NOPS2 overall, with the ωB97M-V functional and the def2-TZVPD basis.

Values from the calculation:
* E_HOMO (spin up / spin down): -9.8 / -9.8 eV
* frontier orbital gap (spin up / spin down): 6.7 / 6.7 eV

```
14
Properties=species:S:1:pos:R:3:lowdin_charge:R:1
C 1.286 1.964 0.915 -0.33
C -2.300 0.186 1.214 -0.20
C 1.458 -0.508 -1.901 -0.47
N 2.095 2.705 0.687 -0.11
O -1.365 -0.844 1.374 -0.47
P 0.110 -0.794 0.763 0.21
S 1.226 -2.335 1.140 0.32
S -0.256 -0.437 -1.350 0.60
H -1.819 1.163 0.645 0.11
H -2.689 0.506 2.285 0.12
H -3.230 -0.235 0.570 0.13
H 1.592 -1.228 -2.734 0.06
H 2.227 -0.647 -1.274 -0.03
H 1.663 0.503 -2.336 0.05
```

---

9.
Computed, not measured: an isolated ion of composition C3H6NOS and charge +1, with the ωB97M-V functional and the def2-TZVPD basis.

Values from the calculation:
* E_HOMO (spin up / spin down): -13.3 / -13.3 eV
* frontier orbital gap (spin up / spin down): 7.4 / 7.4 eV
* charge: +1

```
12
Properties=species:S:1:pos:R:3:lowdin_charge:R:1
C 0.739 -0.771 -0.429 -0.67
C 1.625 1.473 0.656 -0.19
C -0.356 0.088 -0.504 -0.12
N -1.627 -0.784 -0.161 0.16
O 0.763 -1.844 0.097 0.04
S 2.232 0.447 -0.421 1.16
H 2.107 2.371 0.718 0.03
H 0.908 1.274 1.307 0.01
H -0.537 0.878 -1.212 0.10
H -1.319 -1.366 0.621 0.14
H -2.044 -1.416 -0.895 0.19
H -2.491 -0.351 0.223 0.17
```

---

10.
Computed, not measured: a 2-piece molecular cluster, C3H6NP overall, with the ωB97M-V functional and the def2-TZVPD basis.

Values from the calculation:
* E_HOMO (spin up / spin down): -9.1 / -9.7 eV
* frontier orbital gap (spin up / spin down): 7.8 / 8.1 eV

```
11
Properties=species:S:1:pos:R:3:lowdin_charge:R:1
C -0.909 -1.509 0.482 -0.35
C -0.083 1.410 -0.241 -0.39
C 0.404 -1.260 0.227 -0.40
N -2.013 -1.630 0.872 0.16
P 1.239 0.274 0.196 0.77
H -0.133 1.282 -1.371 -0.01
H 0.121 2.330 0.143 -0.01
H -1.129 1.091 -0.046 0.05
H 0.978 -2.200 0.250 0.07
H 0.271 -0.198 -2.080 0.16
H 1.254 0.412 1.568 -0.06
```

---

11.
Computed, not measured: C3H6NP in the gas phase, with the ωB97M-V functional and the def2-TZVPD basis.

Values from the calculation:
* E_HOMO (spin up / spin down): -8.9 / -8.6 eV
* SMILES string: [H]/P=N/C(=C)C
* frontier orbital gap (spin up / spin down): 7.7 / 7.6 eV

```
11
Properties=species:S:1:pos:R:3:lowdin_charge:R:1
H 1.852 -2.082 -2.426 -0.21
P 2.493 -1.352 -1.381 0.71
N 0.551 -0.754 -1.151 -0.14
C 0.255 -0.060 -0.090 -0.63
C 0.775 -0.334 1.147 0.05
C -1.056 0.584 -0.176 -0.06
H 1.565 -1.018 1.300 0.01
H 0.378 0.185 2.047 0.08
H -1.080 1.561 -0.575 0.08
H -1.612 -0.088 -0.731 0.06
H -1.449 0.587 0.765 0.04
```

---

12.
Computed, not measured: C3H6NP in the gas phase, with the ωB97M-V functional and the def2-TZVPD basis.

Values from the calculation:
* E_HOMO: -8.9 eV
* SMILES string: CC#CNP
* frontier orbital gap: 9.8 eV

```
11
Properties=species:S:1:pos:R:3:lowdin_charge:R:1
C -1.845 -1.334 -0.374 -0.10
C -0.797 -0.359 -0.009 -0.09
C 0.000 0.390 0.462 -0.18
N 1.075 1.182 1.009 -0.39
P 2.541 1.373 0.178 0.72
H -1.540 -2.255 -0.888 0.09
H -2.541 -1.529 0.372 0.05
H -2.447 -0.846 -1.087 0.05
H 0.537 2.018 1.226 0.06
H 1.979 1.416 -1.086 -0.14
H 3.038 -0.056 0.196 -0.07
```

---

13.
Computed, not measured: an isolated ion of composition C3H6NS2 and charge +1, with the ωB97M-V functional and the def2-TZVPD basis.

Values from the calculation:
* E_HOMO (spin up / spin down): -12.6 / -12.6 eV
* frontier orbital gap (spin up / spin down): 8.2 / 8.2 eV
* charge: +1

```
12
Properties=species:S:1:pos:R:3:lowdin_charge:R:1
C 0.897 1.052 -1.222 -1.09
C -0.673 0.899 0.386 -0.02
C 0.596 -1.150 0.302 -0.36
N -0.760 -0.551 0.365 -0.07
S 1.059 2.397 -2.006 0.80
S 1.456 -0.533 -1.214 0.96
H -0.240 1.303 1.284 0.09
H -1.504 1.431 -0.039 0.09
H 1.168 -0.850 1.180 0.11
H 0.556 -2.237 0.231 0.11
H -1.255 -0.921 1.195 0.20
H -1.300 -0.840 -0.461 0.19
```

---

14.
Computed, not measured: C3H6NiO3 as an isolated structure, with the ωB97M-V functional and the def2-TZVPD basis.

Values from the calculation:
* E_HOMO (spin up / spin down): -11.1 / -14.6 eV
* multiplicity: 4
* frontier orbital gap (spin up / spin down): 5.0 / 8.4 eV
* charge: +1

```
13
Properties=species:S:1:pos:R:3:lowdin_charge:R:1
C -1.466 -0.097 0.593 0.02
C -0.253 0.541 0.803 -0.12
O 0.772 -0.121 0.087 -0.27
C 1.701 -0.667 0.868 -0.11
O 2.649 0.160 0.438 -0.09
Ni 2.159 0.285 -1.705 0.74
H -2.353 0.498 0.816 0.10
H -1.501 -1.184 0.714 0.11
H -0.019 0.743 1.853 0.12
H 1.893 1.266 1.069 0.38
H -0.700 -1.241 -1.629 0.25
O -1.691 -0.407 -1.693 -0.13
H -1.190 0.225 -2.213 0.01
```

---

15.
Computed, not measured: C3H6O in the gas phase, with the ωB97M-V functional and the def2-TZVPD basis.

Values from the calculation:
* E_HOMO: -9.7 eV
* SMILES string: CC(C)=O
* frontier orbital gap: 10.7 eV

```
10
Properties=species:S:1:pos:R:3:lowdin_charge:R:1
C -1.294 -0.045 0.232 -0.03
C 0.102 0.547 0.249 -0.50
C 1.231 -0.246 -0.388 -0.03
O 0.320 1.614 0.781 0.06
H -2.021 0.752 0.404 0.08
H -1.511 -0.564 -0.708 0.08
H -1.386 -0.777 1.046 0.09
H 0.878 -1.053 -1.035 0.07
H 1.863 0.435 -0.966 0.08
H 1.859 -0.683 0.398 0.09
```

---

16.
Computed, not measured: C3H6O in the gas phase, with the ωB97M-V functional and the def2-TZVPD basis.

Values from the calculation:
* E_HOMO: -9.8 eV
* SMILES string: OC1CC1
* frontier orbital gap: 10.6 eV

```
10
Properties=species:S:1:pos:R:3:lowdin_charge:R:1
O 1.840 -0.198 -0.306 -0.08
C 0.546 -0.107 0.232 -0.46
C -0.637 0.721 -0.183 -0.12
C -0.743 -0.869 -0.237 -0.07
H 2.180 0.792 0.096 0.20
H 0.536 -0.410 1.303 0.14
H -0.924 1.539 -1.062 0.16
H -0.950 1.134 0.739 0.05
H -1.235 -1.315 0.639 0.09
H -0.613 -1.287 -1.221 0.09
```

---

17.
Computed, not measured: C3H6O in the gas phase, with the ωB97M-V functional and the def2-TZVPD basis.

Values from the calculation:
* E_HOMO: -8.2 eV
* frontier orbital gap: 8.8 eV

```
10
Properties=species:S:1:pos:R:3:lowdin_charge:R:1
C -1.506 0.277 0.317 -0.10
C 0.452 -0.434 0.683 -0.10
O -0.216 0.736 0.772 -0.19
C 1.473 -0.280 -0.395 -0.12
H -1.994 1.199 0.025 0.09
H -1.417 -0.354 -0.584 0.09
H -2.031 -0.286 1.092 0.09
H 1.413 -1.171 -1.034 0.08
H 1.385 0.639 -0.988 0.08
H 2.441 -0.326 0.111 0.08
```

---

18.
Computed, not measured: a 2-piece molecular cluster, C3H6O overall, with the ωB97M-V functional and the def2-TZVPD basis.

Values from the calculation:
* E_HOMO: -9.8 eV
* frontier orbital gap: 11.0 eV

```
10
Properties=species:S:1:pos:R:3:lowdin_charge:R:1
C -1.495 -0.470 0.159 -0.16
C -0.337 0.146 -0.398 -0.36
C 0.967 0.552 0.259 -0.03
O -1.458 0.886 -0.111 -0.02
H -2.146 -0.985 -0.396 0.07
H -1.562 -0.666 1.157 0.09
H -0.170 -0.191 -1.944 0.22
H 0.818 1.071 1.123 0.05
H 1.524 1.129 -0.339 0.03
H 1.442 -0.404 0.494 0.09
```

---

19.
Computed, not measured: a 2-piece molecular cluster, C3H6O overall, with the ωB97M-V functional and the def2-TZVPD basis.

Values from the calculation:
* E_HOMO: -9.4 eV
* SMILES string: C=C=O.C
* frontier orbital gap: 10.3 eV

```
10
Properties=species:S:1:pos:R:3:lowdin_charge:R:1
C -1.620 0.553 0.013 -0.01
C -1.296 -0.668 -0.370 -0.32
O -1.274 -1.763 -0.772 0.16
H -1.061 1.207 0.674 0.06
H -2.686 0.428 0.069 0.06
C 1.583 0.052 0.079 -0.04
H 1.097 -0.782 0.592 0.02
H 2.185 0.595 0.810 0.03
H 2.218 -0.338 -0.712 0.03
H 0.852 0.716 -0.383 0.00
```

---

20.
Computed, not measured: C3H6O in the gas phase, with the ωB97M-V functional and the def2-TZVPD basis.

Values from the calculation:
* E_HOMO: -9.5 eV
* SMILES string: C1COC1
* frontier orbital gap: 10.5 eV

```
10
Properties=species:S:1:pos:R:3:lowdin_charge:R:1
C 0.030 0.722 0.039 -0.19
C 0.987 -0.432 0.032 -0.19
O -0.183 -1.318 -0.314 -0.13
C -1.142 -0.253 -0.011 -0.18
H 0.134 1.137 -0.970 0.11
H 0.315 1.468 0.769 0.11
H 1.943 0.175 -0.428 0.15
H 1.504 -0.996 0.805 0.10
H -1.860 -0.136 -0.839 0.11
H -1.728 -0.367 0.919 0.11
```